# 1
Here is a 2-piece molecular cluster, C3H11NO3 overall from the OMol25 dataset. Energies are from ωB97M-V/def2-TZVPD.

Calculated values
multiplicity	1
maximum force	3.2	eV Å⁻¹
energy above the lowest of the compared OMol25 structures with the same formula, charge and spin	1.9122	eV
electronic energy	-10921.0934	eV
highest occupied orbital energy	-9.39	eV
SMILES string	NC(CO)CO.O

Element x y z (Å)
C (-0.952, 0.304, 0.667)
O (-0.980, -0.711, 1.660)
C (0.343, 0.756, 0.052)
C (0.027, 1.639, -1.146)
O (1.143, 2.503, -1.385)
N (1.051, -0.452, -0.528)
H (-1.481, 1.162, 1.110)
H (-1.611, 0.034, -0.172)
H (-0.375, -1.393, 1.306)
H (1.041, 1.159, 0.780)
H (-0.273, 1.071, -2.022)
H (-0.753, 2.324, -0.784)
H (0.903, 3.428, -1.493)
H (1.809, -0.726, 0.064)
H (1.486, -0.192, -1.410)
H (-0.884, -3.993, 1.267)
H (-1.118, -3.050, 0.092)
O (-0.436, -3.397, 0.674)

So, what does the Löwdin scheme give us? The charges, in e, come out as: -0.270 -0.068 -0.345 -0.226 -0.073 0.050 0.124 0.120 0.044 0.145 0.125 0.124 0.083 0.063 0.067 0.040 0.044 -0.047


# 2
Here is C49H61Cl3CsN4O5S2 as an isolated structure from the OMol25 dataset. Energies are from ωB97M-V/def2-TZVPD.

Calculated values
multiplicity	1
maximum force	2.6	eV Å⁻¹
energy above the lowest of the compared OMol25 structures with the same formula, charge and spin	0.6577	eV
electronic energy	-127790.7821	eV
highest occupied orbital energy	-4.38	eV
charge	-1

Element x y z (Å)
Cs (-0.308, 0.320, 0.125)
C (6.005, -4.808, -0.651)
C (6.141, -3.501, 0.143)
C (7.027, -2.546, -0.654)
C (6.835, -3.792, 1.482)
C (4.760, -2.913, 0.403)
C (4.372, -1.686, -0.009)
C (3.035, -1.202, 0.216)
N (2.574, 0.005, -0.064)
C (3.274, 1.110, -0.348)
C (4.663, 1.319, -0.069)
C (5.293, 2.461, -0.438)
C (4.541, 3.411, -1.200)
C (3.210, 3.330, -1.470)
C (2.474, 2.222, -0.859)
O (1.222, 2.198, -0.778)
C (2.534, 4.425, -2.310)
C (2.278, 5.657, -1.435)
C (1.214, 3.981, -2.955)
C (3.460, 4.829, -3.469)
C (6.743, 2.787, -0.092)
C (7.557, 2.949, -1.384)
C (7.389, 1.683, 0.743)
C (6.800, 4.092, 0.711)
C (2.020, -2.135, 0.738)
O (0.816, -1.830, 0.747)
C (2.503, -3.408, 1.301)
C (3.805, -3.724, 1.119)
C (1.522, -4.313, 2.038)
C (2.221, -5.551, 2.603)
C (0.421, -4.793, 1.081)
C (0.896, -3.553, 3.217)
H (6.992, -5.239, -0.840)
H (5.519, -4.630, -1.612)
H (5.416, -5.550, -0.112)
H (8.004, -3.003, -0.822)
H (7.186, -1.609, -0.118)
H (6.594, -2.313, -1.628)
H (7.820, -4.231, 1.310)
H (6.262, -4.493, 2.090)
H (6.962, -2.875, 2.058)
H (5.037, -1.069, -0.593)
H (5.175, 0.580, 0.528)
H (5.079, 4.279, -1.563)
H (1.613, 5.428, -0.605)
H (1.811, 6.447, -2.030)
H (3.215, 6.046, -1.031)
H (0.411, 3.870, -2.236)
H (1.324, 3.030, -3.479)
H (0.918, 4.738, -3.686)
H (4.405, 5.254, -3.132)
H (2.964, 5.588, -4.076)
H (3.682, 3.972, -4.108)
H (7.544, 2.025, -1.965)
H (8.596, 3.194, -1.150)
H (7.161, 3.746, -2.013)
H (7.409, 0.734, 0.205)
H (6.861, 1.530, 1.685)
H (8.421, 1.954, 0.976)
H (6.385, 4.930, 0.149)
H (7.834, 4.338, 0.963)
H (6.231, 4.001, 1.638)
H (4.164, -4.669, 1.508)
H (2.644, -6.178, 1.815)
H (1.492, -6.155, 3.146)
H (3.018, -5.286, 3.300)
H (0.855, -5.344, 0.243)
H (-0.158, -3.961, 0.692)
H (-0.256, -5.465, 1.612)
H (1.668, -3.232, 3.920)
H (0.207, -4.212, 3.751)
H (0.339, -2.682, 2.886)
S (-4.431, -1.053, 1.917)
C (-3.338, -0.383, 3.082)
C (-3.285, -0.908, 4.394)
C (-2.393, -0.408, 5.309)
C (-1.547, 0.639, 4.932)
C (-1.684, 1.117, 3.644)
N (-2.541, 0.644, 2.742)
H (-3.953, -1.721, 4.643)
H (-2.345, -0.827, 6.307)
H (-0.818, 1.064, 5.607)
H (-1.048, 1.933, 3.306)
O (-0.014, 4.267, 0.695)
H (0.424, 3.571, 0.170)
H (-0.851, 3.883, 0.971)
O (-1.913, -0.706, -3.191)
H (-2.254, 0.015, -2.631)
H (-1.462, -1.296, -2.583)
Cl (-9.850, -0.600, -5.254)
C (-9.005, -0.238, -3.771)
C (-9.602, 0.584, -2.831)
C (-8.925, 0.839, -1.652)
C (-7.670, 0.297, -1.388)
C (-7.018, 0.582, -0.050)
C (-6.255, 1.911, -0.015)
N (-5.116, 1.931, -0.916)
C (-5.062, 2.337, -2.228)
C (-3.787, 2.094, -2.637)
N (-3.053, 1.542, -1.612)
C (-3.890, 1.451, -0.600)
O (-8.013, 0.680, 0.970)
C (-8.169, -0.519, 1.748)
C (-8.543, -1.706, 0.906)
C (-9.768, -1.919, 0.346)
Cl (-11.183, -0.975, 0.603)
S (-9.809, -3.274, -0.696)
C (-8.166, -3.620, -0.357)
C (-7.622, -2.718, 0.502)
C (-7.092, -0.496, -2.375)
Cl (-5.509, -1.170, -2.170)
C (-7.754, -0.782, -3.563)
H (-10.584, 0.996, -3.015)
H (-9.393, 1.441, -0.886)
H (-6.292, -0.197, 0.199)
H (-5.877, 2.042, 1.000)
H (-6.919, 2.745, -0.250)
H (-5.920, 2.750, -2.728)
H (-3.351, 2.282, -3.603)
H (-3.697, 1.020, 0.374)
H (-8.948, -0.294, 2.477)
H (-7.232, -0.731, 2.273)
H (-7.685, -4.465, -0.819)
H (-6.599, -2.745, 0.850)
H (-7.290, -1.418, -4.303)

Here are the Löwdin charges for atoms 1 to 99, given in e: 1.312 -0.046 -0.559 -0.063 -0.046 -0.166 0.026 -0.179 0.086 -0.179 0.024 -0.170 0.021 -0.067 -0.287 -0.326 -0.529 -0.030 -0.048 -0.064 -0.559 -0.047 -0.064 -0.047 -0.298 -0.324 -0.077 0.031 -0.538 -0.075 -0.035 -0.033 0.082 0.091 0.076 0.085 0.069 0.090 0.082 0.075 0.090 0.095 0.095 0.097 0.068 0.087 0.082 0.072 0.095 0.082 0.066 0.080 0.092 0.089 0.082 0.075 0.068 0.090 0.084 0.076 0.081 0.091 0.091 0.082 0.084 0.085 0.088 0.076 0.085 0.090 0.086 0.077 0.525 -0.823 -0.138 -0.105 -0.105 -0.208 -0.019 0.083 0.095 0.086 0.093 -0.077 -0.016 0.026 -0.091 -0.035 0.009 0.645 -0.665 -0.101 -0.026 -0.180 -0.307 -0.053 -0.068 -0.081 -0.154


# 3
Here is a 2-piece molecular cluster, C8H12FN6 overall from the OMol25 dataset. Energies are from ωB97M-V/def2-TZVPD.

Calculated values
multiplicity	1
maximum force	4.8	eV Å⁻¹
energy above the lowest of the compared OMol25 structures with the same formula, charge and spin	1.2766	eV
electronic energy	-20137.3346	eV
highest occupied orbital energy	-10.97	eV
charge	+1

Element x y z (Å)
C (0.527, 0.023, -3.551)
C (1.024, -1.269, -3.593)
C (0.103, 0.643, -2.420)
C (1.272, -1.860, -2.402)
C (0.105, -0.076, -1.205)
C (0.788, -1.289, -1.182)
C (1.574, 0.642, 2.827)
C (-1.672, 1.609, 2.215)
N (0.483, 1.045, 2.675)
N (2.620, -0.116, 2.794)
N (-2.694, 2.443, 2.256)
N (-2.007, 0.299, 1.774)
N (0.990, -2.005, -0.038)
N (-0.490, 1.851, 2.700)
F (0.432, -1.465, 1.166)
H (0.498, 0.674, -4.412)
H (1.323, -1.750, -4.464)
H (-0.317, 1.597, -2.657)
H (1.941, -2.701, -2.438)
H (-0.266, 0.262, -0.330)
H (3.542, 0.320, 3.096)
H (2.596, -1.088, 3.125)
H (-3.403, 2.191, 1.715)
H (-2.541, 3.412, 2.423)
H (-2.906, -0.119, 1.648)
H (-1.556, -0.553, 2.146)
H (0.693, -3.040, -0.149)

So, what does the Löwdin scheme give us? The charges, in e, come out as: -0.108 -0.070 -0.070 -0.029 -0.013 -0.276 -0.068 -0.411 0.103 0.164 0.222 0.146 0.051 0.103 -0.104 0.108 0.097 0.102 0.114 0.034 0.171 0.145 0.066 0.133 0.101 0.103 0.187


# 4
Here is CH2FPS2 in the gas phase from the OMol25 dataset. Energies are from ωB97M-V/def2-TZVPD.

Calculated values
multiplicity	1
maximum force	3.5	eV Å⁻¹
energy above the lowest of the compared OMol25 structures with the same formula, charge and spin	2.5008	eV
electronic energy	-34742.8678	eV
highest occupied orbital energy	-9.07	eV

Element x y z (Å)
C (-2.074, -2.271, 0.519)
F (-0.763, -2.656, 0.784)
P (0.002, -0.208, -0.837)
S (0.631, -0.452, -2.610)
S (-2.208, -0.803, -0.087)
H (0.806, -0.405, 0.223)
H (-0.260, 1.228, -0.744)

So, what does the Löwdin scheme give us? The charges, in e, come out as: -0.593 -0.178 0.097 0.127 0.680 -0.083 -0.050


# 5
Here is C6H9N as an isolated structure from the OMol25 dataset. Energies are from ωB97M-V/def2-TZVPD.

Calculated values
multiplicity	1
maximum force	5.7	eV Å⁻¹
energy above the lowest of the compared OMol25 structures with the same formula, charge and spin	6.1684	eV
electronic energy	-7851.9912	eV
highest occupied orbital energy	-9.15	eV

Element x y z (Å)
C (1.013, -0.024, 1.984)
C (0.555, 0.089, 0.773)
C (0.820, -0.992, -0.245)
C (-1.333, -0.330, -0.397)
C (-0.489, 0.806, 0.121)
C (-0.127, 0.953, -1.408)
H (1.075, 0.633, 2.997)
H (1.677, -0.828, 2.027)
H (0.290, -1.949, 0.013)
H (1.810, -0.982, -0.699)
H (-1.457, -1.162, 0.349)
H (-2.255, -0.010, -0.776)
H (-0.875, 1.824, 0.581)
H (-1.457, 1.335, -1.793)
H (0.894, 1.242, -2.143)
N (-0.140, -0.605, -1.383)

So, what does the Löwdin scheme give us? The charges, in e, come out as: 0.043 -0.371 -0.138 -0.169 -0.303 -0.114 0.122 0.031 0.132 0.120 0.130 0.075 0.172 0.196 0.168 -0.094


# 6
Here is a 2-piece molecular cluster, C2H2FIS overall from the OMol25 dataset. Energies are from ωB97M-V/def2-TZVPD.

Calculated values
multiplicity	1
maximum force	4.3	eV Å⁻¹
energy above the lowest of the compared OMol25 structures with the same formula, charge and spin	2.6990	eV
electronic energy	-23756.1558	eV
highest occupied orbital energy	-9.46	eV

Element x y z (Å)
C (-0.238, 0.518, 0.727)
C (0.005, -0.466, -0.346)
F (-0.060, -0.037, 2.055)
S (-0.310, 2.094, 0.510)
I (-0.848, 0.011, -2.174)
H (1.739, -0.573, -0.612)
H (-0.288, -1.546, -0.160)

So, what does the Löwdin scheme give us? The charges, in e, come out as: -0.948 -0.789 -0.091 0.748 0.802 0.246 0.033